ORCA calculation (wB97M-V/def2-TZVPD) on C22H32NO5RuS3 as an isolated structure in a non-equilibrium geometry.

The geometry in ORCA input format:
```
! wB97M-V def2-TZVPD RIJCOSX def2/J DEFGRID3
* xyz 2 2
Ru -0.0634 -0.4536 -0.3126
C -2.9857 1.3069 0.5797
O -2.2347 0.0793 0.6735
C -2.4118 -0.6565 1.8838
C -1.4025 -0.2260 2.9149
O -0.0918 -0.4702 2.3632
C 0.8696 0.5290 2.6656
C 2.5726 -0.9331 1.4100
O 2.2625 -0.2660 0.1822
C 3.3357 -0.2091 -0.7713
H -4.0036 1.0855 0.2610
H -2.4853 1.9341 -0.1535
H -3.0128 1.8224 1.5412
H -2.2417 -1.7058 1.6361
H -3.4256 -0.5370 2.2696
H -1.5285 -0.8046 3.8315
H -1.5191 0.8352 3.1502
H 0.6748 0.9743 3.6437
H -0.2486 1.5195 1.2471
H 1.9789 -1.8481 1.4424
H 3.6288 -1.2054 1.4337
H 4.1835 0.3323 -0.3523
H 2.9611 0.3233 -1.6414
H 3.6555 -1.2140 -1.0539
O 1.4780 3.2575 -1.2426
C 0.9332 2.4516 -0.5354
O -0.1016 1.7085 -0.7934
C 1.5407 2.1483 0.8455
C 2.8727 2.4688 1.0993
C 3.6184 2.0083 2.1583
C 3.3398 0.9203 3.0078
C 4.1693 0.7633 4.1307
C 4.0027 -0.2414 5.0484
C 2.9789 -1.2260 4.8627
C 2.1841 -1.1858 3.7854
C 2.2693 -0.1246 2.7132
N 0.6948 1.5210 1.6286
H 3.3096 3.1673 0.3963
H 4.5525 2.5272 2.3479
H 4.9592 1.4895 4.2788
H 4.6508 -0.2977 5.9122
H 2.8585 -2.0099 5.5984
H 1.4245 -1.9422 3.6374
C -2.3793 -2.5929 -1.2213
C -1.2558 -3.6318 -1.1840
S 0.4204 -2.9594 -0.8317
C 1.2173 -2.8985 -2.4577
C 0.5535 -1.9802 -3.4470
S 0.4622 -0.2755 -2.8217
C -1.1340 0.2352 -3.5494
C -2.3625 -0.1750 -2.7482
S -2.7849 -1.9495 -2.8767
H -2.1292 -1.7391 -0.5975
H -3.2980 -3.0330 -0.8346
H -1.1828 -4.1884 -2.1179
H -1.4419 -4.3417 -0.3785
H 1.2325 -3.9187 -2.8420
H 2.2437 -2.5964 -2.2464
H -0.4583 -2.3030 -3.6744
H 1.1314 -1.9536 -4.3726
H -1.1599 -0.1719 -4.5598
H -1.0722 1.3220 -3.6037
H -3.2291 0.3678 -3.1256
H -2.2320 0.0844 -1.6992
*
```

Output
**Relative energy (zero: lowest compared OMol25 entry of this formula, charge and spin)**: 301.4 kJ/mol
**Expectation value of S²**: 1.169

ORCA calculation (wB97M-V/def2-TZVPD) on C22H33Cl2N4NiO3 as an isolated structure in a non-equilibrium geometry.

The geometry in ORCA input format:
```
! wB97M-V def2-TZVPD RIJCOSX def2/J DEFGRID3
* xyz -1 3
O -0.1796 -0.7180 -2.2640
C 1.0161 -0.8837 -2.5274
C 1.5037 -0.4509 -3.8108
C 0.5648 -0.1367 -4.8205
H -0.5000 -0.2889 -4.6220
C 1.0234 0.3682 -6.0317
H 0.2988 0.6107 -6.8077
C 2.3949 0.5531 -6.2545
H 2.7464 0.9274 -7.2202
C 3.3189 0.2639 -5.2389
H 4.3839 0.4163 -5.4094
C 2.8836 -0.2144 -4.0081
H 3.5673 -0.4210 -3.1818
H 1.8892 -1.2031 -1.5930
C 1.7223 -3.5315 -1.8174
C 1.9293 -2.3069 -1.0114
H 1.9737 -4.4108 -1.2059
H 2.3304 -3.5194 -2.7306
H 0.6755 -3.6519 -2.1330
C 1.9791 -2.2066 0.3140
C 1.7142 -3.3347 1.2747
H 2.1950 -1.2463 0.7969
H 2.3109 -4.2247 1.0347
H 0.6567 -3.6437 1.2834
H 1.9656 -3.0245 2.2957
Ni -1.3601 -0.2291 -0.8446
Cl -3.0837 -0.9573 -1.9319
Cl 0.4891 0.8241 -0.0530
H -1.7018 4.0363 -2.0112
H -4.1544 3.0254 -2.2645
C -1.5675 3.0027 -1.6571
C -3.9341 2.2924 -1.4738
N -2.6790 2.6001 -0.8137
H -0.6335 2.9108 -1.0952
C -2.6769 2.9220 0.5164
O -1.7153 3.3792 1.1272
H -4.7273 2.2934 -0.7163
H -3.6537 2.7021 0.9992
H -1.5323 2.3267 -2.5216
H -3.8810 1.2839 -1.9196
H 2.5124 2.2972 5.6797
H 2.4466 3.8062 3.4319
C 2.7665 1.4653 5.0108
C 2.7887 2.8671 2.9706
N 2.2555 1.7111 3.6778
H 2.3376 0.5370 5.3901
C 1.2265 0.9811 3.1953
O 0.6945 0.0340 3.7812
H 2.4509 2.8333 1.9280
H 0.9026 1.3085 2.1831
H 3.8583 1.3936 4.9687
H 3.8848 2.8495 3.0115
N -3.6182 -1.9350 4.4793
C -2.9803 -1.6238 3.3314
C -2.2984 -0.3904 3.2087
C -1.8670 0.0067 1.9574
N -1.9986 -0.7899 0.8672
C -2.5058 -2.0465 1.0110
C -3.0155 -2.4944 2.2145
H -3.6406 -1.2898 5.2586
H -4.1879 -2.7671 4.5523
H -2.1450 0.2628 4.0610
H -1.3947 0.9697 1.7927
H -2.5442 -2.6432 0.1008
H -3.4814 -3.4777 2.2846
*
```

Output
**Relative energy (zero: lowest compared OMol25 entry of this formula, charge and spin)**: 262.4 kJ/mol
**Expectation value of S²**: 2.017

ORCA calculation (wB97M-V/def2-TZVPD) on C22H33CrN4O6P as an isolated structure in a non-equilibrium geometry.

The geometry in ORCA input format:
```
! wB97M-V def2-TZVPD RIJCOSX def2/J DEFGRID3
* xyz 1 4
O 1.4511 1.9601 -5.5408
H 2.0014 2.6598 -5.9075
Cr 1.2318 -0.0702 -0.7675
N 0.9764 -1.9730 -0.4270
N -0.0659 -0.4424 -2.1774
N 2.1385 0.3072 0.9415
N 1.3295 1.8836 -0.9428
O 1.6665 -2.7935 0.4742
O 2.5847 -0.5859 1.9348
O 0.8001 2.7132 -1.9522
O -0.8499 0.5001 -2.8557
C -0.5696 -1.7772 -2.1737
C -0.0079 -2.5944 -1.2521
C 2.3289 1.5550 1.1738
C 1.7926 2.4859 0.0895
C -0.3233 -4.0672 -1.0079
H -0.6351 -4.2105 0.0270
H 0.5664 -4.6732 -1.1808
H -1.1168 -4.4519 -1.6437
C -1.6537 -2.1374 -3.1856
H -1.3189 -1.8799 -4.1910
H -2.5596 -1.5679 -2.9759
H -1.9161 -3.1924 -3.1866
C 2.9898 2.1539 2.4203
C 1.8640 4.0027 0.3011
H 3.6662 1.4491 2.9037
H 2.2357 2.4398 3.1530
H 3.5884 3.0325 2.1822
H 1.1193 4.5344 -0.2907
H 2.8438 4.3838 0.0150
H 1.6753 4.2790 1.3381
H 2.3314 -1.4523 1.5838
H 0.6959 2.0932 -2.7000
C 2.2352 1.1641 -4.7355
H 1.8315 0.1783 -4.5533
H 2.6637 1.6906 -3.8946
H 3.1177 0.9305 -5.3319
O 3.3503 -0.9284 -1.2956
H 3.1878 -0.2617 -0.5581
H 2.6009 -1.5893 -1.2130
C -1.5940 2.1404 0.8767
P -0.8709 0.4917 0.5191
C -0.3331 0.1116 2.2558
C -0.1669 1.0893 3.2707
C 0.2360 0.7309 4.5625
C 0.4732 -0.6025 4.8829
C 0.3052 -1.5833 3.9125
C -0.0930 -1.2307 2.6210
C -2.5060 -0.3411 0.2249
C -2.6080 -1.7347 0.3921
C -3.8275 -2.4070 0.3006
C -4.9934 -1.6976 0.0436
C -4.9372 -0.3192 -0.1339
C -3.7120 0.3546 -0.0556
H -0.8031 2.8468 1.1889
H -2.3837 2.0857 1.6564
H -1.9827 2.5866 -0.0595
H -0.3246 2.1376 3.1062
H 0.3684 1.4926 5.3197
H 0.7869 -0.8776 5.8823
H 0.4898 -2.6228 4.1568
H -0.1907 -2.0287 1.9192
H -1.7560 -2.3259 0.6209
H -3.8663 -3.4797 0.4472
H -5.9445 -2.2179 -0.0047
H -5.8501 0.2325 -0.3205
H -3.7639 1.4202 -0.1828
*
```

Output
**Relative energy (zero: lowest compared OMol25 entry of this formula, charge and spin)**: 0.0 kJ/mol
**Expectation value of S²**: 3.811

ORCA calculation (wB97M-V/def2-TZVPD) on a 2-piece molecular cluster, C22H33F2N4O6P2Si overall in a non-equilibrium geometry.

The geometry in ORCA input format:
```
! wB97M-V def2-TZVPD RIJCOSX def2/J DEFGRID3
* xyz -1 1
C 1.2614 -2.9407 1.3369
Si 0.2517 -1.3902 1.7109
C -0.1357 -1.3281 3.5360
C -1.4296 -1.3324 0.8078
C -1.5084 -2.2904 -0.4063
C -2.4972 -1.8459 -1.4854
F -3.3035 -0.8152 -1.1132
F -3.3621 -2.9090 -1.7117
C -1.8752 -1.5208 -2.8513
C -2.8331 -0.7034 -3.7930
C -2.3496 0.7497 -4.0152
P -3.4875 1.7059 -5.1293
N -4.9748 1.6622 -4.6248
C -0.9285 0.7191 -4.6313
N -0.1110 -0.4510 -4.1612
P 1.6516 -0.2454 -4.4579
N 2.4178 -1.5558 -4.2607
O 1.7973 0.3341 -5.9448
O 2.1849 0.9161 -3.5300
C -0.4682 -0.8860 -2.7529
N -0.3055 0.0969 -1.7278
C 1.1591 0.2086 1.2226
C 2.2422 0.2518 0.3583
C 2.7941 1.4763 0.0387
C 2.2875 2.6279 0.5744
C 1.2302 2.6046 1.4615
C 0.6782 1.3817 1.7737
H 0.6443 -3.8321 1.5152
H 1.6568 -3.0033 0.3117
H 2.1137 -3.0288 2.0197
H 0.7637 -1.1693 4.1449
H -0.8086 -0.4704 3.6639
H -0.6970 -2.2184 3.8457
H -2.2278 -1.5135 1.5356
H -1.5765 -0.2988 0.4785
H -1.8652 -3.2476 -0.0126
H -0.4978 -2.4766 -0.7787
H -1.7466 -2.4797 -3.3728
H -3.8635 -0.7324 -3.4399
H -2.8210 -1.1887 -4.7816
H -2.4041 1.2627 -3.0488
H -3.3360 1.2117 -6.4484
H -3.0463 3.0534 -5.0748
H -5.0318 1.0838 -3.7916
H -0.4059 1.6251 -4.2973
H -0.9049 0.7636 -5.7246
H -0.3738 -1.2417 -4.7828
H 1.8513 -2.3471 -3.9730
H 1.2711 -0.2539 -6.5203
H 2.9939 1.2977 -3.9145
H 0.2222 -1.6974 -2.5043
H 0.6867 0.1968 -1.5147
H -0.6676 1.0135 -1.9637
H 2.6395 -0.6552 -0.0965
H 3.6261 1.5329 -0.6609
H 2.7147 3.5903 0.2993
H 0.8017 3.4817 1.9338
H -0.1553 1.3370 2.4726
C 2.4737 0.2112 7.6486
C 2.7206 1.3393 8.4478
C 1.8081 2.5494 8.1454
O 1.8498 3.5875 8.8066
C 0.8875 2.4429 7.0403
C 0.6580 1.3247 6.2427
C 1.4961 0.0837 6.6179
O 1.3387 -1.0027 6.0350
O -0.1402 1.2367 5.2806
O 3.5703 1.4436 9.3426
H 3.0661 -0.6852 7.8056
H 0.3294 3.3536 6.8435
*
```

Output
**Electronic energy**: -73482.028 eV

ORCA calculation (wB97M-V/def2-TZVPD) on C22H33F6N4O7PS2Sm as an isolated structure in a non-equilibrium geometry.

The geometry in ORCA input format:
```
! wB97M-V def2-TZVPD RIJCOSX def2/J DEFGRID3
* xyz -1 6
Sm 0.1007 -0.1701 -0.8305
C 0.5580 3.4730 -3.1364
C 0.8879 2.0767 -2.6777
O -0.1301 1.4103 -2.3456
C 2.1727 1.6999 -2.5801
C 2.2860 0.3243 -2.0486
C 2.4372 -0.7731 -3.0738
N 2.1932 -0.0346 -0.8115
N 2.2299 1.0260 0.1474
C 1.1417 1.5269 0.7038
O -0.1056 1.3617 0.6486
C 1.4101 2.6407 1.7429
C 0.4112 3.3146 2.4747
C 0.7310 4.2974 3.4194
C 2.0619 4.6334 3.6535
C 3.0704 3.9893 2.9411
C 2.7454 3.0061 1.9983
H -0.0566 3.4573 -4.0450
H 1.4623 4.0465 -3.3738
H 0.0199 4.0338 -2.3615
H 3.0421 2.2854 -2.8051
H 2.5867 -0.3636 -4.0768
H 1.5393 -1.3979 -3.0733
H 3.3016 -1.3924 -2.8161
H -0.6323 3.0648 2.2962
H -0.0694 4.7909 3.9596
H 2.3106 5.3954 4.3833
H 4.1119 4.2420 3.1064
H 3.5412 2.5120 1.4471
F -3.0743 -2.3934 -4.1569
C -2.3148 -1.3670 -3.6616
F -2.8263 -1.0857 -2.4352
F -2.5933 -0.2864 -4.4498
S -0.5308 -1.8016 -3.6796
O 0.1830 -0.7286 -2.9872
O -0.1844 -1.8870 -5.1057
N -0.5863 -3.2302 -2.9965
S -0.5759 -3.2217 -1.4128
O -1.1212 -2.0523 -0.7244
O 0.6461 -3.7609 -0.8091
C -1.8390 -4.5244 -1.1848
F -1.4684 -5.7130 -1.7468
F -3.0263 -4.1881 -1.7712
F -2.1149 -4.7855 0.1242
C -1.4115 0.8202 3.2789
C -0.0766 0.0922 3.2576
P 0.1007 -1.0109 1.8064
C -1.0758 -2.3763 2.1296
C -0.9155 -3.1501 3.4222
C 1.7537 -1.7757 1.9949
C 2.3521 -1.8185 3.3885
H -1.4493 1.5078 4.1304
H -2.2506 0.1238 3.3788
H -1.5651 1.4082 2.3674
H 0.0447 -0.4528 4.1981
H 0.7218 0.8419 3.2212
H -1.0066 -3.0832 1.2946
H -2.0915 -1.9666 2.0924
H 0.0283 -3.7023 3.4467
H -1.7201 -3.8879 3.5136
H -0.9639 -2.5033 4.3026
H 2.4434 -1.2088 1.3581
H 1.7270 -2.7895 1.5797
H 2.5433 -0.8112 3.7731
H 3.3139 -2.3421 3.3634
H 1.7129 -2.3373 4.1068
C -4.0507 1.2728 -1.9084
C -2.6214 0.8126 -1.8678
N -1.9919 0.7451 -3.0728
O -2.0423 0.5132 -0.8305
H -4.3752 1.4892 -2.9300
H -4.1504 2.1826 -1.3105
H -4.6909 0.4874 -1.4980
H -2.4350 0.9832 -3.9482
H -1.0278 0.4386 -3.0811
H 1.2393 -1.9554 -0.8305
*
```

Output
**Relative energy (zero: lowest compared OMol25 entry of this formula, charge and spin)**: 179.1 kJ/mol
**Expectation value of S²**: 8.765

ORCA calculation (wB97M-V/def2-TZVPD) on C22H33KNO3P2 as an isolated structure in a non-equilibrium geometry.

The geometry in ORCA input format:
```
! wB97M-V def2-TZVPD RIJCOSX def2/J DEFGRID3
* xyz 1 1
C -0.7237 -2.0264 -4.5223
C -1.4447 -1.1098 -5.4588
H -1.2640 -2.9742 -4.4687
H 0.2442 -2.2859 -4.9647
C -1.6821 0.1902 -5.1467
C -1.1734 0.8087 -3.8818
H -2.0029 0.9512 -3.1836
H -0.8087 1.8147 -4.1014
C -1.8877 -1.7352 -6.7359
H -1.5039 -2.7496 -6.8265
H -1.5837 -1.1779 -7.6159
H -2.9783 -1.8171 -6.7640
C -2.4508 1.1166 -6.0249
H -3.4094 0.7141 -6.3338
H -1.8866 1.3467 -6.9334
H -2.6287 2.0686 -5.5264
K -0.2283 0.4099 1.1477
O -0.2749 -0.0464 -0.8432
C 0.2337 0.4925 -1.8368
O 1.0781 1.8646 0.6034
C 1.5052 2.1216 -0.5134
O 2.3933 3.0697 -0.7164
N 1.1445 1.5187 -1.7201
C 2.8285 3.0770 -2.1069
C 1.7957 2.2243 -2.8388
H 3.8283 2.6545 -2.1319
H 2.8541 4.1084 -2.4356
H 2.2611 1.5277 -3.5267
H 1.0672 2.8293 -3.3729
C -0.0772 -0.0089 -3.2130
C -0.5286 -1.4768 -3.1220
H 0.8170 0.0342 -3.8333
H -1.4649 -1.5107 -2.5651
H 0.1894 -2.0878 -2.5742
C -0.4793 -3.1652 4.3413
P -0.6840 -1.6374 3.2756
C -2.3913 -2.1038 2.6945
C -0.4024 -0.4864 4.7067
C -1.3006 -0.4500 5.7842
C -1.0848 0.4249 6.8509
C 0.0260 1.2725 6.8472
C 0.9221 1.2508 5.7745
C 0.7161 0.3668 4.7003
P 1.7927 0.3191 3.2004
C 2.4102 2.0858 3.1671
C 2.8616 -1.1256 3.6711
H -0.5509 -4.0717 3.7066
H -1.2624 -3.2136 5.1253
H 0.5124 -3.1555 4.8369
H -2.9793 -2.5566 3.5199
H -2.9154 -1.1904 2.3467
H -2.3119 -2.8243 1.8552
H -2.1685 -1.0959 5.7965
H -1.7784 0.4499 7.6814
H 0.1874 1.9545 7.6719
H 1.7606 1.9278 5.7983
H 3.0474 2.2953 4.0482
H 3.0370 2.2387 2.2653
H 1.5525 2.7905 3.1434
H 3.3894 -0.9020 4.6207
H 2.2494 -2.0375 3.7894
H 3.6072 -1.2947 2.8677
*
```

Output
**Relative energy (zero: lowest compared OMol25 entry of this formula, charge and spin)**: 0.0 kJ/mol

ORCA calculation (wB97M-V/def2-TZVPD) on a 7-piece molecular cluster, C22H33N2O19 overall.

The geometry in ORCA input format:
```
! wB97M-V def2-TZVPD RIJCOSX def2/J DEFGRID3
* xyz -1 1
C 2.2611 -2.5189 0.8597
N 1.8990 -1.1568 1.2544
C 2.3658 -0.1107 0.3367
C 0.5156 -1.0090 1.6172
O 0.2623 -0.4392 2.6593
C -0.6530 -1.4963 0.7276
N -0.4902 -1.9115 -0.6376
H 2.6230 -3.0812 1.7376
H 1.4170 -3.0507 0.4006
H 3.0877 -2.4872 0.1375
H 3.3840 0.2163 0.5972
H 1.7266 0.7762 0.4482
H 2.3462 -0.4196 -0.7168
H -1.3734 -0.6547 0.8840
H -1.0830 -2.3379 1.3106
H -0.0077 -1.1605 -1.1309
C -3.8768 -1.9107 -0.6960
C -4.6481 -0.8167 0.0171
O -4.8963 0.1166 -1.0489
C -4.8562 -0.5546 -2.2151
O -5.1844 -0.0956 -3.2691
O -4.4021 -1.8093 -2.0351
H -4.0756 -2.9052 -0.3039
H -2.7962 -1.7380 -0.7202
H -5.6059 -1.1585 0.4039
H -4.0864 -0.3348 0.8102
C -1.7228 0.9219 -4.6167
C -1.9316 2.3203 -4.0712
O -1.1039 2.3061 -2.8931
C -0.1587 1.3437 -3.0484
O 0.7802 1.1490 -2.3479
O -0.4211 0.5995 -4.1429
H -1.7376 0.8562 -5.7020
H -2.4433 0.2135 -4.2116
H -1.5630 3.0975 -4.7449
H -2.9620 2.5307 -3.7980
C 5.7196 2.4280 0.4591
C 7.1838 2.8010 0.5631
O 7.7717 1.5754 1.0226
C 6.9558 0.5495 0.6746
O 7.2448 -0.6002 0.7712
O 5.7781 1.0198 0.2116
H 5.1941 2.9231 -0.3528
H 5.1795 2.5936 1.3929
H 7.6183 3.0494 -0.4078
H 7.3692 3.5984 1.2775
C 7.8369 4.4303 5.9902
C 8.9602 3.8043 5.1845
O 8.4185 3.8107 3.8619
C 7.4679 4.7676 3.7910
O 6.9382 5.1128 2.7827
O 7.1956 5.2625 5.0178
H 8.1799 5.0348 6.8254
H 7.1167 3.6917 6.3449
H 9.8672 4.4114 5.1929
H 9.2005 2.7869 5.4802
C -1.1238 -4.1008 -4.1744
C -1.8574 -3.0291 -3.4043
O -2.1948 -2.0950 -4.4446
C -2.2187 -2.7377 -5.6198
O -2.6085 -2.2754 -6.6511
O -1.7073 -3.9867 -5.4903
H -1.2854 -5.1042 -3.7898
H -0.0530 -3.9048 -4.2435
H -2.7900 -3.3960 -2.9738
H -1.2567 -2.5474 -2.6144
C -9.9851 -1.0380 2.2926
C -9.2625 -2.2096 2.9310
O -7.8989 -1.9282 2.6192
C -7.7710 -0.5947 2.3993
O -6.7380 -0.0286 2.2689
O -8.9944 -0.0111 2.3373
H -10.8714 -0.7214 2.8363
H -10.2458 -1.2290 1.2500
H -9.3781 -2.2278 4.0164
H -9.5450 -3.1752 2.5198
*
```

Output
**Electronic energy**: -65231.644 eV